Below is an isolated molecule of C19H23ClN2O4S2, with properties calculated with the ωB97M-V functional and the def2-TZVPD basis.

Geometry as XYZ:
```
51
Properties=species:S:1:pos:R:3:forces:R:3
C -0.2750 -1.3303 2.5924 0.1 -0.1 0.2
O -0.5383 -0.5257 1.4660 -0.3 0.0 -0.5
C -1.6119 -0.8174 0.6908 -0.1 0.2 -0.1
C -2.3374 -2.0000 0.7557 0.1 0.1 0.2
C -3.3801 -2.2330 -0.1261 0.0 0.0 0.0
C -3.7132 -1.2909 -1.0795 -0.1 0.0 -0.1
C -3.0241 -0.0897 -1.1282 0.0 -0.2 0.2
C -1.9865 0.1628 -0.2473 -0.2 -0.6 0.1
N -1.2911 1.3858 -0.2735 0.4 0.3 -0.7
C -1.2839 2.2353 0.8991 0.0 0.2 0.5
C -0.1073 2.0033 1.8607 -0.2 0.3 -0.3
O -0.2770 1.8757 3.0572 -0.2 0.0 0.4
N 1.0887 2.0454 1.2618 0.4 0.1 -0.2
C 2.3123 1.8106 1.9875 0.1 -0.1 0.1
C 3.0395 0.5780 1.4668 0.4 0.1 -0.3
S 3.8010 0.9639 -0.1522 -0.1 -0.2 0.3
C 3.9327 -0.7237 -0.8561 0.1 0.5 0.3
C 2.6086 -1.3925 -0.9954 0.0 0.0 -0.1
C 2.2792 -2.4819 -0.1965 0.0 0.0 -0.1
C 1.0636 -3.1283 -0.3329 -0.1 -0.1 0.0
C 0.1448 -2.6795 -1.2658 0.1 -0.1 0.0
C 0.4405 -1.5835 -2.0559 0.0 0.1 -0.1
C 1.6642 -0.9471 -1.9219 -0.1 -0.3 0.2
Cl 2.0070 0.4101 -2.9270 0.3 0.0 -0.3
S -0.8778 2.1032 -1.7020 -0.2 0.3 -0.2
C -2.1630 3.3563 -2.0230 0.6 -0.5 0.2
O 0.3507 2.8080 -1.4703 -0.1 0.3 0.1
O -0.9287 1.1290 -2.7443 -0.4 -0.1 0.0
H 0.1356 -2.3015 2.2984 0.0 0.0 0.0
H -1.1729 -1.4739 3.1989 0.0 0.0 0.0
H 0.4588 -0.7787 3.1776 0.0 -0.1 0.0
H -2.0740 -2.7584 1.4755 0.1 0.0 0.1
H -3.9244 -3.1635 -0.0677 0.0 -0.1 0.0
H -4.5158 -1.4782 -1.7757 -0.1 0.0 -0.1
H -3.2812 0.6540 -1.8648 -0.1 0.0 -0.1
H -1.2191 3.2697 0.5519 -0.1 0.1 0.2
H -2.2117 2.1050 1.4651 0.1 0.0 -0.1
H 1.1427 2.1907 0.2592 0.0 -0.1 0.1
H 2.0333 1.6720 3.0363 0.1 0.1 -0.1
H 2.9671 2.6847 1.9043 0.0 0.0 0.1
H 2.3354 -0.2401 1.3165 0.0 0.0 0.1
H 3.8298 0.2762 2.1556 -0.1 0.0 0.1
H 4.6060 -1.2981 -0.2195 0.0 -0.1 -0.1
H 4.3902 -0.5604 -1.8314 0.1 -0.1 0.0
H 2.9985 -2.8363 0.5292 0.1 0.0 0.0
H 0.8385 -3.9864 0.2837 0.0 -0.1 0.1
H -0.8046 -3.1794 -1.3815 -0.1 0.0 0.0
H -0.2736 -1.2053 -2.7694 0.0 0.0 -0.1
H -3.0572 3.1015 -1.4690 -0.2 -0.1 0.1
H -1.7816 4.3240 -1.7260 0.0 0.1 0.1
H -2.3575 3.3388 -3.0876 0.0 0.0 -0.2
```
Positions in Å, forces in eV/Å.

Output
SMILES string: COc1ccccc1N(CC(=O)NCCSCc1ccccc1Cl)S(C)(=O)=O
Gap between HOMO and LUMO: 8.83 eV
Charge: 0
Highest occupied orbital energy: -8.407 eV
E_tot: -65439.53518 eV

Atom charges from the natural (NBO) analysis, given in e for atoms 1 to 6:
1. C -0.250
2. O -0.508
3. C 0.303
4. C -0.246
5. C -0.211
6. C -0.239

Below is a 2-piece molecular cluster, C9H14O overall at a distorted geometry, with properties calculated with the ωB97M-V functional and the def2-TZVPD basis.

Geometry as XYZ:
```
24
Properties=species:S:1:pos:R:3:forces:R:3
C -1.4154 -2.6356 -0.2372 0.0 -0.8 -0.6
C -1.1688 -1.2936 0.3949 0.1 -0.8 -0.6
C -1.6315 -0.1579 -0.2651 0.9 0.2 1.7
C -1.0804 1.0487 0.1353 -0.2 1.4 -0.3
C -0.0452 1.1445 1.0596 0.3 -1.2 0.3
O 0.6831 2.2593 1.3257 0.1 -0.2 0.6
C 0.3223 0.0107 1.8222 -2.3 1.0 -0.7
C -0.3511 -1.1750 1.5229 1.4 0.1 -0.3
H -1.9111 -3.3721 0.3911 -0.2 0.1 0.2
H -0.5159 -3.1528 -0.6239 0.1 0.5 0.6
H -1.9649 -2.5341 -1.1719 -0.5 0.2 0.2
H -2.4503 -0.1674 -0.9529 -0.1 -0.2 -0.5
H -1.5008 1.9732 -0.2727 0.3 -0.2 -0.1
H 0.3957 3.0200 0.8410 -0.4 0.5 -0.6
H 0.8112 0.2536 2.7459 0.8 -0.5 0.1
H -0.0271 -2.0610 2.0655 -0.4 0.0 -0.1
C 2.2505 -0.2517 -1.9992 1.8 0.6 -1.9
C 1.5053 0.9603 -2.5462 0.3 0.8 0.4
H 1.9233 -0.6750 -1.0721 -0.6 -0.3 0.3
H 2.3001 -0.9329 -2.8568 -0.4 -0.7 0.6
H 3.3222 -0.0223 -1.8781 -0.3 0.2 0.2
H 1.8563 1.3213 -3.5261 -0.3 -1.0 -0.1
H 1.7365 1.8778 -1.9990 -0.5 -0.2 0.7
H 0.4404 0.7303 -2.5401 0.0 0.5 -0.2
```
Positions in Å, forces in eV/Å.

Output
SMILES string: Cc1ccc(O)cc1.CC
Gap between HOMO and LUMO: 9.13 eV
Charge: 0
Highest occupied orbital energy: -8.267 eV
E_tot: -11606.72891 eV

Atom charges from the natural (NBO) analysis, given in e for atoms 1 to 6:
1. C -0.630
2. C -0.057
3. C -0.187
4. C -0.301
5. C 0.312
6. O -0.670

Below is a 4-piece molecular cluster, C28H25N5O6S overall at a distorted geometry, with properties calculated with the ωB97M-V functional and the def2-TZVPD basis.

Geometry as XYZ:
```
65
Properties=species:S:1:pos:R:3:forces:R:3
C 0.4786 1.0671 -3.4056 0.4 1.5 -0.3
C 0.8422 2.4491 -3.9035 -0.7 -1.2 0.2
C -0.3759 3.4354 -4.4836 -0.4 -1.1 2.2
C -1.7512 2.4865 -4.4415 -1.0 -1.2 -1.1
C -2.1314 1.4847 -5.7203 -1.7 1.5 4.4
C -3.4839 0.5507 -5.6529 0.6 2.8 4.6
C -4.3883 0.6313 -4.2483 1.9 0.2 -2.0
C -5.7468 -0.3216 -4.1227 0.8 1.3 -0.2
C -3.9688 1.6339 -3.0208 1.9 2.4 2.6
N -4.5703 1.8946 -1.6571 2.2 0.1 -2.9
S -3.6701 3.0808 -0.6790 0.9 -2.5 -6.1
N -2.3631 3.4649 -1.8259 -3.1 -4.1 -3.2
C -2.6436 2.5984 -3.0576 -0.5 -0.6 -0.2
H 0.1671 0.9269 -2.2620 -1.1 0.3 -3.1
H 0.4790 0.1727 -4.1882 1.7 1.4 2.4
H 1.9801 2.7861 -3.8778 -2.4 -1.0 -1.8
H -0.1060 3.7070 -5.5906 -0.4 -0.5 2.3
H -0.5326 4.3798 -3.7845 0.1 -1.7 -1.8
H -1.3827 1.5130 -6.6221 -1.8 -0.1 1.9
H -3.7779 -0.1326 -6.5636 0.5 1.5 2.2
H -5.9990 -0.6793 -5.2289 0.4 0.7 2.6
H -5.6000 -1.2255 -3.3785 -0.2 1.9 -1.7
H -6.5873 0.3858 -3.6974 1.5 -1.6 -0.9
O 5.0078 1.4339 -2.3362 -1.5 1.1 0.6
N 4.0645 2.0969 -1.8798 0.6 0.0 -1.2
O 3.4513 2.9703 -2.5101 1.1 -1.1 0.9
C 3.6491 1.8327 -0.4970 -0.3 -0.2 0.9
C 4.3391 0.8798 0.2650 0.0 0.1 0.0
C 3.9549 0.6501 1.5874 -0.1 0.3 -0.2
C 2.8893 1.3624 2.1401 0.0 0.0 -0.1
C 2.1973 2.3033 1.3757 0.3 -0.2 -0.2
C 2.5742 2.5436 0.0529 0.0 0.0 0.0
H 5.1716 0.3165 -0.1511 -0.2 0.3 -0.1
H 4.4884 -0.0826 2.1891 -0.2 0.2 -0.3
H 2.5970 1.1839 3.1735 0.1 0.0 -0.2
H 1.3660 2.8522 1.8127 0.2 -0.1 -0.2
H 2.0267 3.2825 -0.5287 0.3 -0.2 0.0
O 3.7730 -1.3728 4.0338 1.7 -0.2 0.4
N 4.9739 -1.4891 4.3202 -0.3 -0.9 -0.9
O 5.7580 -2.2646 3.7548 -1.2 1.2 0.8
C 5.5015 -0.6547 5.4065 0.3 0.6 0.8
C 4.6416 0.2094 6.0984 0.1 0.0 0.0
C 5.1440 0.9827 7.1467 0.2 -0.2 -0.2
C 6.4926 0.8961 7.4959 0.0 -0.1 -0.1
C 7.3490 0.0426 6.7983 -0.4 0.0 -0.1
C 6.8574 -0.7378 5.7500 0.0 0.0 0.0
H 3.5882 0.2882 5.8385 0.3 -0.2 -0.1
H 4.4832 1.6514 7.6941 0.1 -0.2 -0.2
H 6.8786 1.4969 8.3177 -0.1 -0.1 -0.2
H 8.3994 -0.0171 7.0746 -0.2 0.0 -0.1
H 7.5370 -1.4005 5.2182 -0.4 0.1 0.0
O -5.2327 -7.2317 0.1128 -0.1 1.4 1.2
N -5.2738 -6.3095 0.9408 0.0 -1.3 0.5
O -5.3214 -6.4708 2.1687 0.1 0.2 -1.8
C -5.2708 -4.9329 0.4315 0.0 0.9 -0.4
C -5.2555 -4.7044 -0.9514 0.0 0.0 0.1
C -5.2773 -3.3931 -1.4303 0.0 -0.1 0.5
C -5.3093 -2.3221 -0.5358 0.0 -0.1 0.0
C -5.3138 -2.5523 0.8410 0.0 -0.3 -0.3
C -5.2951 -3.8594 1.3318 0.0 0.0 -0.1
H -5.2307 -5.5282 -1.6615 0.0 0.1 0.4
H -5.2724 -3.2055 -2.5019 0.0 -0.1 0.2
H -5.3319 -1.3015 -0.9140 0.0 -0.2 0.1
H -5.3358 -1.7123 1.5318 0.0 -0.2 -0.1
H -5.3022 -4.0222 2.4075 0.0 -0.2 -0.3
```
Positions in Å, forces in eV/Å.

Output
SMILES string: C=CCc1ccc(C)c2nsnc12.O=[N+]([O-])c1ccccc1.O=[N+]([O-])c1ccccc1.O=[N+]([O-])c1ccccc1
Gap between HOMO and LUMO: 5.18 eV
Charge: 0
Highest occupied orbital energy: -6.804 eV
E_tot: -59987.80396 eV

Atom charges from the natural (NBO) analysis, given in e for atoms 1 to 6:
1. C -0.505
2. C -0.141
3. C -0.509
4. C 0.037
5. C -0.240
6. C -0.206

Below is a 2-piece molecular cluster, C41H53N4OSi overall at a distorted geometry, with properties calculated with the ωB97M-V functional and the def2-TZVPD basis.

Geometry as XYZ:
```
100
Properties=species:S:1:pos:R:3:forces:R:3
C -3.7852 3.6338 -5.1327 -0.1 0.2 0.0
Si -3.0979 3.9795 -3.4345 -0.1 -0.4 0.1
C -2.1981 5.5981 -3.3355 0.1 0.3 -0.1
C -4.3998 3.9042 -2.0991 -0.2 0.1 0.0
O -1.9097 2.8374 -3.1676 0.7 -0.4 0.1
C -1.7805 1.5961 -2.5070 0.0 0.5 0.2
C -1.6169 1.8139 -0.9830 -0.3 -0.2 -0.6
C -0.9730 2.9572 -0.5047 -0.2 0.0 0.2
C -0.7206 3.0817 0.8628 0.1 0.1 -0.1
C -1.0958 2.0727 1.7499 -0.2 -0.1 0.2
C -1.7395 0.9288 1.2724 -0.1 0.3 -0.2
C -1.9939 0.8101 -0.0937 0.1 -0.1 0.4
C -2.9610 0.7061 -2.9478 0.1 0.6 0.1
C -4.1128 0.5871 -2.1650 -0.1 -0.3 -0.2
C -5.1961 -0.1726 -2.6196 0.2 0.3 0.0
C -5.1602 -0.7516 -3.8876 0.2 0.0 0.1
C -4.0417 -0.5607 -4.7027 0.2 0.2 0.0
C -2.9571 0.1949 -4.2482 -0.3 -0.4 0.1
C -0.3985 1.0201 -3.0019 0.0 0.3 -0.7
C 0.7584 2.0409 -2.9792 0.1 -0.2 -0.8
C 1.6963 1.6582 -1.8412 0.4 -0.1 0.5
C 1.2736 0.2477 -1.3963 0.4 0.7 0.4
N 0.0917 -0.0762 -2.1613 -0.8 -1.5 0.3
C -0.5843 -1.1915 -1.9079 0.7 1.8 0.0
C -0.3639 -2.0408 -0.8094 -0.4 -0.9 0.7
C 0.7091 -2.3161 0.0289 0.0 0.1 -2.1
C 0.7433 -3.6482 0.6026 -0.3 -1.1 0.7
C 1.9163 -4.4261 0.5298 -0.3 0.5 -0.2
C 1.8984 -5.7742 0.8807 -0.1 -0.1 0.2
C 0.7094 -6.3785 1.3111 0.1 0.3 -0.2
C -0.4689 -5.6235 1.3567 0.1 0.3 0.2
C -0.4476 -4.2647 1.0430 0.3 -0.2 -0.1
H -4.4930 4.4285 -5.4029 0.1 -0.2 -0.1
H -2.9801 3.6192 -5.8777 -0.1 0.1 0.1
H -4.3078 2.6726 -5.1847 0.0 0.1 0.1
H -2.8932 6.4264 -3.5403 0.2 -0.1 0.0
H -1.7689 5.7566 -2.3345 -0.2 0.0 -0.2
H -1.3776 5.6497 -4.0658 -0.2 0.0 0.2
H -4.9396 4.8630 -2.1088 0.0 -0.2 0.1
H -5.1265 3.0988 -2.2606 0.1 0.2 0.0
H -3.9543 3.7741 -1.1028 -0.1 0.1 -0.2
H -0.6828 3.7499 -1.1992 -0.2 -0.3 0.3
H -0.2214 3.9803 1.2329 -0.2 -0.3 -0.1
H -0.9052 2.1839 2.8222 0.0 0.0 -0.4
H -2.0828 0.1356 1.9405 0.1 0.3 -0.2
H -2.4995 -0.0841 -0.4628 0.2 0.3 0.2
H -4.1766 1.1008 -1.2029 0.0 -0.3 -0.4
H -6.0645 -0.2893 -1.9711 0.1 0.0 -0.3
H -6.0027 -1.3412 -4.2453 0.2 0.1 0.1
H -3.9956 -0.9887 -5.7048 -0.2 0.1 0.3
H -2.1172 0.3988 -4.9186 -0.4 -0.2 0.2
H -0.5075 0.6338 -4.0241 -0.1 0.2 0.4
H 1.2835 1.9100 -3.9338 -0.1 0.3 0.2
H 0.4077 3.0741 -2.9358 0.0 -0.3 0.0
H 2.7497 1.6431 -2.1468 -0.3 0.1 0.0
H 1.6186 2.3548 -0.9964 0.0 -0.2 -0.2
H 2.0620 -0.4990 -1.5762 -0.4 0.1 -0.1
H 1.0476 0.2357 -0.3166 -0.1 -0.2 -0.6
H -1.4279 -1.4207 -2.5707 0.3 0.3 0.3
H -1.2285 -2.6989 -0.6849 0.5 -0.1 -0.2
H 1.6488 -1.7815 -0.0217 -0.3 -0.3 -0.1
H 2.8278 -3.9579 0.1404 -0.3 -0.3 0.2
H 2.8243 -6.3569 0.8290 -0.4 0.2 0.0
H 0.6997 -7.4328 1.5966 0.0 0.4 -0.2
H -1.4075 -6.0905 1.6518 0.2 0.1 0.0
H -1.3641 -3.6684 1.0988 0.3 -0.3 0.1
C 2.0291 -3.9209 4.4007 0.1 0.0 0.0
N 2.4544 -2.8618 3.4912 -0.6 -0.1 -0.2
C 3.6526 -3.1263 2.7164 0.3 0.1 0.0
C 1.6684 -1.7706 3.2409 0.2 0.4 -0.8
N 1.6834 -1.1910 2.0462 0.7 -0.2 1.5
C 1.8423 0.2579 2.0487 -0.7 0.1 0.2
C 3.2701 0.7190 1.8167 -0.1 -0.4 0.3
C 3.8993 0.5351 0.5873 0.4 0.3 0.0
C 5.1755 1.0691 0.3636 -0.1 -0.2 0.3
C 5.8650 1.6841 1.4177 -0.2 0.3 0.0
C 5.2464 1.8292 2.6712 0.1 -0.3 -0.3
C 3.9589 1.3236 2.8710 0.2 0.1 -0.5
N 0.8994 -1.3686 4.3178 0.6 0.4 0.0
C 1.4916 -1.3550 5.6593 -0.2 -0.1 0.1
C -0.2521 -0.4919 4.1749 -0.1 -0.2 0.1
H 1.0351 -3.6783 4.7874 0.3 -0.2 0.0
H 1.9718 -4.8716 3.8509 0.1 0.2 0.1
H 2.7474 -4.0230 5.2303 -0.3 -0.1 -0.2
H 3.7217 -2.3837 1.9173 0.0 -0.2 0.2
H 4.5520 -3.0595 3.3511 -0.3 0.0 -0.1
H 3.6201 -4.1313 2.2777 0.0 0.3 0.2
H 1.1849 0.6749 1.2760 0.2 0.2 0.2
H 1.4947 0.7127 2.9903 0.1 0.0 -0.2
H 3.4048 -0.0433 -0.1933 0.2 0.3 0.2
H 5.6138 0.9999 -0.6379 0.0 -0.1 0.5
H 6.8815 2.0657 1.2548 -0.5 -0.1 0.1
H 5.7573 2.3403 3.4892 0.0 -0.2 -0.3
H 3.4661 1.3821 3.8415 0.2 0.2 -0.2
H 2.5550 -1.6302 5.6164 -0.5 0.1 0.0
H 1.4056 -0.3470 6.0889 0.1 -0.2 -0.1
H 0.9479 -2.0486 6.3200 0.3 0.2 0.0
H -0.6265 -0.4971 3.1433 0.3 0.0 0.4
H -1.0471 -0.8542 4.8446 0.1 0.1 -0.2
H -0.0082 0.5367 4.4931 -0.1 -0.2 -0.2
```
Positions in Å, forces in eV/Å.

Output
Gap between HOMO and LUMO: 6.86 eV
Charge: +1
Highest occupied orbital energy: -10.586 eV
E_tot: -59257.39040 eV

Atom charges from the Löwdin analysis, given in e for atoms 1 to 6:
1. C -0.144
2. Si 0.411
3. C -0.154
4. C -0.142
5. O -0.169
6. C -0.329

Below is an isolated molecule of C6H16N2O at a distorted geometry, with properties calculated with the ωB97M-V functional and the def2-TZVPD basis.

Geometry as XYZ:
```
25
Properties=species:S:1:pos:R:3:forces:R:3
C 0.6194 -1.6826 -0.6174 0.2 0.1 0.2
C 0.4402 -0.5191 0.3506 -3.1 1.7 -1.0
C 1.5249 0.5177 0.2773 2.5 -1.9 1.9
N 2.7277 -0.2498 0.9586 -1.1 1.6 -0.9
O 1.7994 1.0496 -0.9808 0.0 -0.3 -0.6
C -1.0101 0.2667 -0.0056 1.2 -1.1 0.6
C -2.1507 -0.7277 0.2232 0.2 0.2 -0.3
C -1.2468 1.4870 0.8937 0.2 -0.2 -0.1
N -0.9580 0.6274 -1.4156 -0.3 0.2 -0.5
H 1.6129 -2.1186 -0.5309 0.0 -0.1 0.1
H -0.1075 -2.4648 -0.4158 0.0 -0.1 0.0
H 0.4747 -1.3660 -1.6482 -0.1 0.0 -0.1
H 0.3642 -0.8599 1.3830 0.1 0.0 -0.1
H 1.3526 1.3636 0.9456 -0.1 -0.2 -0.1
H 3.4499 0.4369 1.1525 0.1 -0.1 -0.1
H 3.1219 -0.9087 0.2932 0.0 0.1 0.0
H 1.5517 0.3974 -1.6611 0.1 0.3 0.3
H -2.1179 -1.1274 1.2342 0.0 0.0 0.1
H -3.1148 -0.2360 0.0823 -0.1 0.0 0.0
H -2.0980 -1.5467 -0.4889 0.0 -0.1 0.0
H -2.2649 1.8600 0.7604 0.0 -0.1 0.0
H -1.1104 1.2286 1.9417 0.0 0.0 0.2
H -0.5696 2.3031 0.6480 0.1 0.0 0.0
H -1.8813 0.8031 -1.7956 -0.1 -0.1 0.1
H -0.4097 1.4661 -1.5844 0.0 -0.1 0.2
```
Positions in Å, forces in eV/Å.

Output
SMILES string: C[C@@H]([C@@H](N)O)C(C)(C)N
Gap between HOMO and LUMO: 10.09 eV
Charge: 0
Highest occupied orbital energy: -9.199 eV
E_tot: -11509.13234 eV

Atom charges from the natural (NBO) analysis, given in e for atoms 1 to 6:
1. C -0.638
2. C -0.243
3. C 0.240
4. N -0.868
5. O -0.722
6. C 0.148

Below is a 2-piece molecular cluster, C3H4N2 overall at a distorted geometry, with properties calculated with the ωB97M-V functional and the def2-TZVPD basis.

Geometry as XYZ:
```
9
Properties=species:S:1:pos:R:3:forces:R:3
C 1.0050 0.1283 -1.2068 1.7 4.7 0.4
C 0.0509 0.5703 1.0696 0.0 -1.4 -0.2
C 0.2995 -0.9129 -1.4285 -5.8 -7.3 -0.2
N 1.8531 0.9568 -1.2933 3.0 2.9 2.7
N -0.1226 1.5508 1.6509 0.5 -1.0 -0.7
H 1.8147 1.8903 -0.5528 -0.3 -1.4 -2.4
H 0.5120 -1.9607 -1.0052 0.3 1.4 -1.4
H -0.8421 -0.8042 -1.5880 1.4 -0.2 0.6
H -0.4208 2.3624 2.0436 -0.7 2.4 1.2
```
Positions in Å, forces in eV/Å.

Output
Gap between HOMO and LUMO (spin up / spin down): 6.00 / 9.29 eV
Charge: 0
<S²>: 2.010
Highest occupied orbital energy (spin up / spin down): -4.890 / -10.967 eV
2S+1: 3
E_tot: -6148.28924 eV

Atom charges from the natural (NBO) analysis, given in e for atoms 1 to 6:
1. C 0.178
2. C 0.281
3. C -0.289
4. N -0.544
5. N -0.720
6. H 0.290